Entry 1:
17
Properties=species:S:1:pos:R:3:mulliken_charge:R:1 method="wB97M-V/def2-TZVPD" orbital_gap_ev=8.600 spin_multiplicity=1 lumo_energy_ev=0.88 homo_ev=-7.7174 de_lowest_ev=5.115
C 1.19717 -0.82361 0.96397 -0.612
C -2.74820 0.45083 -0.63841 -0.844
C 2.28998 0.19302 1.07466 -0.883
N -1.13700 -0.07155 0.48642 -0.483
C -0.22470 -0.13882 -0.41432 0.588
C 0.23740 0.28304 -1.56780 -0.988
H -1.47475 -0.96864 0.82274 0.296
H 1.43897 -1.72964 0.41267 0.346
H 0.72102 -1.06897 1.90917 0.276
H -3.50559 0.39153 0.13376 0.308
H -2.89013 -0.25876 -1.44976 0.324
H -2.51974 1.45748 -0.96847 0.297
H 1.27806 0.15192 -1.81618 0.251
H -0.41477 0.75367 -2.28705 0.276
H 3.08959 -0.15289 1.74330 0.325
H 2.74873 0.40124 0.10767 0.263
H 1.91396 1.13013 1.48764 0.260

=====

Entry 2:
15
Properties=species:S:1:pos:R:3:mulliken_charge:R:1 method="wB97M-V/def2-TZVPD" orbital_gap_ev=9.935 spin_multiplicity=1 smiles="C1=NCN2CC[C@H]12" lumo_energy_ev=1.12 homo_ev=-8.8170 de_lowest_ev=1.625
C 1.27547 0.13327 1.13393 -0.228
N 1.59441 1.17022 0.47503 -0.492
C 0.98656 1.06671 -0.85357 -0.419
N 0.24429 -0.19679 -0.93298 -0.219
C -1.22262 -0.11762 -0.74868 -0.436
C -1.12586 -0.71952 0.66937 -0.601
C 0.39415 -0.83686 0.39499 0.068
H 1.61659 -0.01702 2.15886 0.401
H 0.32004 1.92794 -1.00916 0.285
H 1.78363 1.12381 -1.60471 0.271
H -1.62853 0.90046 -0.81269 0.268
H -1.75457 -0.74866 -1.46953 0.271
H -1.66302 -1.65581 0.83682 0.285
H -1.36911 -0.01475 1.47068 0.240
H 0.79682 -1.85710 0.37631 0.307

=====

Entry 3:
85
Properties=species:S:1:pos:R:3:mulliken_charge:R:1 method="wB97M-V/def2-TZVPD" orbital_gap_ev=8.379 spin_multiplicity=1 lumo_energy_ev=-0.81 homo_ev=-9.1936
C 4.47094 3.25777 3.68335 -0.750
O 3.53328 2.99266 2.60908 -0.342
B 3.53798 3.99210 1.67621 0.847
O 3.81326 5.32507 2.00372 -0.473
Si 3.14413 3.61669 -0.25099 -0.899
O 2.38190 2.12187 -0.26214 0.546
C 1.72296 1.76656 -1.49259 -1.065
C 1.21201 0.28851 -1.36252 1.216
C 1.81715 -0.61538 -2.49533 -1.474
C -0.32338 0.14363 -1.47019 -0.909
C -1.16936 0.59908 -0.23120 1.078
C -0.36588 0.90807 1.03432 -1.534
C -2.11638 1.76125 -0.66193 -1.454
O 4.49348 3.72106 -1.24312 0.176
Si 5.61265 2.48394 -1.21691 0.310
S 5.00180 0.69487 -2.22415 -0.344
C 7.09659 3.13622 -2.22762 -0.603
C 7.24472 4.57979 -1.80340 0.410
O 7.31644 4.85816 -0.65630 -0.565
O 7.26102 5.54940 -2.72513 -0.493
C 6.31295 2.05606 0.49227 -0.631
C 5.73735 0.82011 1.16408 -0.241
O 4.71162 0.35417 0.99558 -0.213
I 7.03693 -0.11871 2.66089 -0.089
C 1.81541 4.89856 -0.70893 -0.003
Br -0.00583 4.60543 -0.11263 -0.097
C 2.06129 6.00258 -1.37981 0.366
C 3.44493 6.38119 -1.85434 -1.007
Br 0.67919 7.28567 -1.81500 -0.213
H 4.72940 2.31056 4.15981 0.224
H 5.39483 3.69356 3.29035 0.326
H 4.05515 3.94527 4.42299 0.312
H 3.02235 5.67200 2.44845 0.265
H 0.82351 2.37276 -1.67933 0.183
H 2.35702 1.88996 -2.38138 0.517
H 1.62039 -0.12084 -0.43837 0.139
H 1.16768 -1.47446 -2.67688 0.348
H 1.98413 -0.04553 -3.41242 0.332
H 2.74222 -1.04797 -2.10878 0.301
H -0.51595 -0.93842 -1.60145 -0.453
H -0.66370 0.60173 -2.40788 0.316
H -1.83037 -0.24107 0.01686 0.468
H -1.08708 0.98132 1.85996 0.541
H 0.34898 0.12044 1.28155 0.352
H 0.16526 1.86164 1.01106 0.059
H -2.20457 2.46151 0.17643 0.292
H -1.69511 2.28717 -1.52174 0.371
H -3.11281 1.40830 -0.94104 0.270
H 6.16033 0.22440 -2.74991 0.199
H 6.90988 3.10449 -3.30370 0.362
H 8.01115 2.61711 -1.93379 0.382
H 7.04772 6.36508 -2.24371 0.376
H 6.28191 2.88339 1.21153 0.381
H 7.38314 1.86204 0.34563 0.743
H 3.69123 5.74279 -2.71069 0.258
H 3.48699 7.41035 -2.20993 0.517
H 4.21436 6.22022 -1.09562 0.113
C -5.55818 -3.64856 -1.48222 -0.368
C -4.92171 -4.57828 -0.67078 -0.142
C -3.54021 -4.68640 -0.69187 -0.609
C -2.81128 -3.85583 -1.52574 0.050
C -3.43323 -2.92938 -2.34493 -0.165
C -4.81517 -2.82813 -2.32109 -0.583
N -1.34486 -3.94988 -1.53309 0.959
O -0.82571 -4.78394 -0.81561 -0.611
O -0.73447 -3.18054 -2.25542 -0.587
H -6.63769 -3.56349 -1.45930 0.428
H -5.50440 -5.21584 -0.02064 0.278
H -3.04796 -5.41100 -0.05909 0.452
H -2.85774 -2.28703 -2.99659 0.454
H -5.31373 -2.10637 -2.95451 0.394
C -8.62475 -6.96950 5.13875 -0.405
C -7.55278 -7.56002 4.48316 -0.488
C -7.33766 -7.30713 3.13811 -0.299
C -8.20061 -6.45906 2.46567 0.156
C -9.27723 -5.86913 3.10485 -0.322
C -9.48807 -6.12846 4.44932 -0.436
N -7.96154 -6.16954 1.04514 1.059
O -7.01540 -6.71875 0.50552 -0.634
O -8.71703 -5.39512 0.48886 -0.603
H -8.78746 -7.16465 6.19124 0.374
H -6.88236 -8.21602 5.02207 0.370
H -6.50236 -7.76858 2.63109 0.430
H -9.94937 -5.21169 2.57216 0.437
H -10.32420 -5.67182 4.96173 0.369

=====

Entry 4:
9
Properties=species:S:1:pos:R:3:mulliken_charge:R:1 method="wB97M-V/def2-TZVPD" orbital_gap_ev=9.121 spin_multiplicity=1 lumo_energy_ev=0.41 homo_ev=-8.7158 de_lowest_ev=3.527
C 0.55747 0.22780 -0.15614 0.368
C -1.22751 -0.59911 0.14838 -0.987
O 3.01190 -0.02583 0.20089 -0.547
O 0.57352 1.48449 -0.49374 -0.399
S 1.72961 -0.69208 0.36750 0.224
H -1.51906 -1.02423 -0.80260 0.309
H -1.75232 0.24248 0.42332 0.393
H -1.08987 -1.36184 1.00045 0.310
H -0.28375 1.74832 -0.68805 0.329

=====

Entry 5:
33
Properties=species:S:1:pos:R:3:mulliken_charge:R:1 method="wB97M-V/def2-TZVPD" orbital_gap_ev=8.601 spin_multiplicity=1 smiles="CCCCC(CCCC)(P=O)C(F)(F)F" lumo_energy_ev=-0.57 homo_ev=-9.1699 de_lowest_ev=0.000
C 2.54322 2.34302 -2.90237 -1.797
C 2.33939 1.80296 -1.53394 -0.540
C 1.36050 0.61430 -1.37299 -0.704
C 1.22434 0.26121 0.07900 -1.117
C 0.65875 -1.11763 0.25893 1.048
C -0.83980 -1.18011 0.02902 -1.481
C -1.52417 -0.30350 1.04447 -0.758
C -3.03375 -0.23209 0.94216 -0.378
C -3.84246 0.29713 2.12331 -1.202
P 1.42400 -2.43748 -0.94948 0.146
O 0.30776 -3.30471 -1.39806 -0.462
C 1.00016 -1.89701 1.62719 0.607
F 1.11366 -0.97543 2.63901 -0.271
F 2.21942 -2.42692 1.59110 -0.286
F 0.17817 -2.90716 1.91082 -0.246
H 3.09824 1.75729 -3.57777 0.400
H 2.91950 3.27235 -2.85672 0.494
H 1.66900 2.42051 -3.35755 0.500
H 2.12882 2.70748 -0.89127 0.341
H 3.21970 1.46222 -1.19805 0.436
H 0.48817 0.91179 -1.75462 0.541
H 1.65644 -0.19263 -1.94596 0.435
H 0.61111 0.90572 0.53918 0.392
H 2.25096 0.24970 0.52490 0.326
H -1.14495 -0.65899 -0.87722 0.408
H -1.30141 -2.07870 0.12626 0.815
H -1.18976 -0.62580 1.92367 0.617
H -1.22203 0.73635 1.07254 0.247
H -3.19248 -1.28824 0.78447 0.339
H -3.21373 0.33801 -0.10699 0.243
H -3.72418 1.39319 2.06275 0.311
H -4.89020 0.03540 2.26598 0.351
H -3.29241 0.11777 3.17821 0.247

=====

Entry 6:
36
Properties=species:S:1:pos:R:3:lowdin_spin:R:1 method="wB97M-V/def2-TZVPD" s_squared=0.78 orbital_gap_ev="4.108 / 4.001" charge=-2 spin_multiplicity=2 lumo_energy_ev="5.58 / 5.57" homo_ev="1.4688 / 1.5647"
C 0.31045 -1.23875 -1.93550 -0.001
C 1.19071 -0.10568 -2.08618 -0.004
C 0.36549 1.07621 -2.00463 0.000
C 2.65193 -0.21246 -2.37942 0.001
C -1.02103 0.64062 -1.94300 -0.008
C -1.04629 -0.76897 -1.94572 -0.010
C -2.25505 -1.63219 -2.06813 -0.002
C 0.72680 -2.66582 -2.00830 0.000
C 0.74634 2.51505 -2.08872 0.002
C -2.22627 1.52363 -2.01251 -0.001
V 0.48848 0.08784 0.09991 0.837
Cl 2.31864 1.51008 0.21757 0.039
Cl 2.10838 -1.39960 0.92810 0.000
O -0.76820 1.44318 0.56144 0.019
H 2.96705 -1.25258 -2.32910 0.000
H 3.24890 0.32654 -1.61851 0.001
H 2.90068 0.22267 -3.35449 0.000
H 1.71225 2.73246 -1.62955 0.001
H 0.01648 3.15855 -1.58638 0.000
H 0.79500 2.82886 -3.13255 0.000
H -2.08539 2.46425 -1.46265 0.000
H -3.10425 1.01513 -1.59047 0.000
H -2.45734 1.76698 -3.05936 -0.001
H -3.15124 -1.13922 -1.67614 0.000
H -2.12218 -2.58212 -1.53666 0.000
H -2.43103 -1.85019 -3.13146 -0.001
H 1.76087 -2.81015 -1.69681 0.000
H 0.62163 -3.04983 -3.02861 0.000
H 0.11045 -3.29005 -1.35776 0.000
H -1.69815 1.07622 0.58763 0.008
O -0.70116 -1.34640 0.74262 0.005
H -1.49019 -1.05458 1.24278 0.007
C 1.01193 1.60579 2.06911 0.089
H 0.11934 1.09078 2.48214 0.007
H 0.76496 2.67586 1.92101 0.004
H 1.84958 1.49049 2.78228 0.006

=====

Entry 7:
14
Properties=species:S:1:pos:R:3:mulliken_charge:R:1 method="wB97M-V/def2-TZVPD" orbital_gap_ev=9.873 spin_multiplicity=1 smiles="C=NC(=O)O.C=C" lumo_energy_ev=-0.16 homo_ev=-10.0341 de_lowest_ev=4.024
C 0.27306 -1.45335 -0.06679 -0.515
N 0.60598 -0.37030 -0.75230 -0.399
C 1.74146 0.35340 -0.43799 0.641
O 2.77674 -0.09105 -0.00247 -0.559
O 1.56030 1.66679 -0.70831 -0.433
H -0.11283 -2.29077 -0.63988 0.367
H 0.80740 -1.69064 0.85064 0.345
H 2.34852 2.14056 -0.40688 0.337
C -1.65562 0.86794 0.00775 -0.547
C -1.98362 -0.14908 0.71299 -0.440
H -2.02719 1.87618 -0.05046 0.311
H -0.57703 0.55443 -0.58792 0.484
H -2.67119 -0.38714 1.50542 0.338
H -1.08597 -1.02699 0.57620 0.070

=====

Entry 8:
16
Properties=species:S:1:pos:R:3:mulliken_charge:R:1 method="wB97M-V/def2-TZVPD" orbital_gap_ev=8.649 spin_multiplicity=1 smiles=Cc1[nH]ccc1[SiH3] lumo_energy_ev=0.98 homo_ev=-7.6646 de_lowest_ev=2.123
C 0.66272 1.67842 -0.58380 -1.082
C 0.84050 0.28497 -0.17121 0.323
N 2.09720 -0.19233 -0.17844 -0.110
C 2.02370 -1.44294 0.44268 -0.567
C 0.70066 -1.88912 0.50695 -0.468
C -0.06205 -0.75383 0.03142 -0.071
Si -2.32792 -0.51914 0.04358 0.390
H 0.46146 2.06603 -1.54258 0.272
H -0.42157 1.99906 -0.18432 0.172
H 1.45950 2.24880 -0.18086 0.324
H 2.90237 0.35985 -0.02297 0.263
H 2.91193 -1.98946 0.58791 0.410
H 0.30392 -2.89981 0.63156 0.371
H -2.76612 -1.45404 -1.15175 -0.049
H -2.59448 0.86758 -0.45438 -0.096
H -2.53998 -0.90795 1.35230 -0.083

=====

Entry 9:
13
Properties=species:S:1:pos:R:3:mulliken_charge:R:1 method="wB97M-V/def2-TZVPD" orbital_gap_ev=10.451 spin_multiplicity=1 smiles="O=CNCCO" lumo_energy_ev=0.67 homo_ev=-9.7766 de_lowest_ev=1.540
O 0.60379 -1.50997 -2.89242 -0.558
C 0.23751 -1.48141 -1.73451 0.081
N 0.54640 -0.48304 -0.87259 -0.125
C -0.22118 -0.31736 0.37603 -0.331
C 0.16362 0.95426 1.11572 -0.602
O -1.02758 1.58883 1.62027 -0.500
H -0.30967 -2.31470 -1.26948 0.301
H 1.13637 0.30686 -1.05268 0.192
H -1.26775 -0.29268 0.10218 0.349
H -0.18940 -1.19315 1.02498 0.287
H 0.74557 0.72148 1.98836 0.237
H 0.74150 1.65768 0.51159 0.386
H -1.15919 2.36320 1.08254 0.283

=====

Entry 10:
29
Properties=species:S:1:pos:R:3:mulliken_charge:R:1 method="wB97M-V/def2-TZVPD" orbital_gap_ev=9.266 spin_multiplicity=1 lumo_energy_ev=-0.07 homo_ev=-9.3356
O -4.16911 2.76652 2.85292 -0.561
N -1.05854 1.09341 0.92388 -0.408
N -0.90040 2.07034 3.59009 -0.474
O 3.32707 -0.49691 -4.25972 -0.572
O -3.10139 2.64736 4.90145 -0.421
O 1.30983 0.78023 1.06403 -0.454
O 1.71916 -2.36324 -4.36727 -0.418
B 2.25579 -1.25725 -3.71013 0.506
C -3.19908 2.55097 3.55995 0.220
C 0.12571 1.52223 2.91344 -0.462
C -2.06152 1.50583 1.65310 -0.237
C 0.10243 1.14134 1.56267 0.666
C -2.03130 1.99282 2.93410 0.575
C 0.48004 -1.37354 0.13156 0.029
C 1.73521 0.04422 -1.29510 -0.791
C 0.39371 -2.29861 -0.87481 -1.118
C 1.18511 -0.14430 -0.04418 0.608
C 1.72178 -0.81444 -2.35239 -0.108
C 1.05600 -2.00624 -2.09166 0.636
C 0.85603 -2.80986 -3.36140 -0.414
H 3.18513 -0.56314 -5.20467 0.283
H -3.92514 2.96458 5.31018 0.370
H 1.09970 1.66602 3.35033 0.421
H -2.97972 1.55748 1.03583 0.408
H -0.19044 -1.39974 0.97220 0.406
H 2.31967 0.99680 -1.45302 0.315
H -0.16757 -3.20278 -0.78529 0.446
H 1.02223 -3.90309 -3.13586 0.308
H -0.11041 -2.66704 -3.82025 0.237

=====

Entry 11:
30
Properties=species:S:1:pos:R:3:mulliken_charge:R:1 method="wB97M-V/def2-TZVPD" orbital_gap_ev=10.119 spin_multiplicity=1 smiles=O.O.O.O.O.O.O.O.O.O lumo_energy_ev=-0.48 homo_ev=-10.6035 de_lowest_ev=2.497
O -2.41966 -0.58280 -0.12048 -0.630
H -2.33239 -1.51175 -0.38678 0.245
H -3.07373 -0.59293 0.58579 0.296
O 1.04980 -0.50139 3.71459 -0.621
H 0.54069 -1.31661 3.70693 0.294
H 1.17221 -0.28909 2.78251 0.308
O 1.02972 2.02512 1.72981 -0.572
H 1.14246 2.98083 1.74265 0.236
H 0.53484 1.82588 2.53353 0.309
O -2.21251 2.28129 0.84245 -0.573
H -2.82161 2.58654 1.52060 0.321
H -2.42713 1.35185 0.70458 0.301
O 0.39963 -1.54733 -2.67102 -0.707
H 0.02741 -2.23529 -2.10815 0.308
H 0.55074 -0.81111 -2.05805 0.450
O -1.21412 -3.18369 -0.53102 -0.632
H -1.08643 -3.43178 0.38972 0.296
H -1.54505 -3.97961 -0.96077 0.306
O 2.78701 1.47711 -2.40225 -0.634
H 2.71089 1.34366 -1.45340 0.309
H 1.87982 1.61990 -2.68872 0.317
O 0.34228 0.34200 -0.54047 -0.596
H -0.57721 0.03941 -0.51473 0.332
H 0.46327 0.86306 0.26358 0.302
O 3.68066 0.73999 2.37750 -0.644
H 3.37753 0.60225 3.28028 0.329
H 2.89904 1.05708 1.91011 0.325
O -1.96555 -0.24817 -3.73094 -0.657
H -1.64352 -0.14659 -4.63017 0.297
H -1.26909 -0.75784 -3.28770 0.387

=====

Entry 12:
18
Properties=species:S:1:pos:R:3:mulliken_charge:R:1 method="wB97M-V/def2-TZVPD" orbital_gap_ev="6.226 / 6.132" spin_multiplicity=1 lumo_energy_ev="-2.02 / -2.08" homo_ev="-8.2426 / -8.2112" de_lowest_ev=0.797
C -1.03304 1.24470 1.57569 -0.121
C -0.34849 0.62595 0.43398 0.488
C 0.35061 -0.58036 0.74520 0.495
C 2.03175 -2.04375 0.00010 -0.600
N -0.85333 2.47461 -0.94214 -0.747
N -0.14706 1.32463 -0.74087 0.278
O 0.21414 -1.13305 1.79254 -0.651
O -1.56105 2.35217 1.55465 -0.564
O 1.22978 -0.83873 -0.22935 -0.237
S -1.53323 -1.72544 -0.37736 -0.288
I -1.18515 -1.05889 -2.58925 0.045
H -0.99494 0.58983 2.41025 0.498
H 2.93524 -2.16385 -0.68321 0.242
H 1.25993 -2.94386 -0.14138 0.241
H 2.41291 -2.05062 1.09168 0.263
H -1.11626 2.47453 -1.91676 0.270
H -1.63929 2.67703 -0.32371 0.271
H -0.02251 0.77508 -1.66007 0.115